59
Properties=species:S:1:pos:R:3:lowdin_charge:R:1 method="wB97M-V/def2-TZVPD" e_lumo_ev=-2.19 energy_ha=-5461.1806 fmax_ev_per_a=4.5
Br -2.235 -5.049 0.014 0.243
K 0.491 4.559 2.002 1.028
S -1.294 -2.237 -4.222 0.610
P -0.380 -1.815 -0.110 0.589
P -1.052 -3.584 1.251 0.463
O 2.426 -2.733 1.839 0.079
O 1.331 -2.463 -0.120 -0.193
O 0.279 -4.506 1.508 -0.429
N -0.583 -2.928 -1.623 -0.080
N 0.072 -0.956 1.432 -0.180
N 2.016 0.328 -2.533 0.091
C -3.559 3.612 -0.201 -0.060
C -3.969 2.081 -2.152 -0.058
C -2.256 -1.325 -0.051 -0.278
C -2.818 -0.108 -0.736 -0.251
C 3.037 0.294 0.581 -0.048
C -3.475 2.252 -0.865 -0.283
C -0.470 0.316 1.786 -0.316
C 0.158 -0.393 -1.208 -0.215
C -0.987 -2.652 -2.705 -0.887
C 1.329 -0.664 -2.131 -0.290
C -3.361 -0.252 -2.016 -0.066
C 5.437 -0.659 -0.492 -0.074
C 5.219 0.709 -0.357 -0.102
C 2.222 -2.138 0.799 -0.545
C 3.239 -1.067 0.435 -0.128
C -2.919 1.173 -0.192 -0.029
C 4.037 1.175 0.189 -0.099
C 0.322 2.440 2.873 -0.294
C 4.438 -1.534 -0.096 -0.020
C 0.298 0.921 2.998 -0.206
C -3.911 0.809 -2.711 -0.066
H 0.668 -4.293 2.364 0.029
H -1.521 0.322 2.115 0.104
H -2.777 -2.181 -0.491 0.039
H -2.665 4.205 -0.412 0.065
H -4.402 2.899 -2.714 0.106
H 2.739 0.001 -3.174 0.045
H -0.731 2.770 2.845 0.071
H -2.584 1.355 0.822 0.082
H -0.416 1.068 0.995 0.086
H -2.614 -1.371 0.984 0.065
H 4.599 -2.600 -0.209 0.125
H 0.800 2.843 3.782 0.085
H 1.536 -1.672 -2.485 0.107
H -0.615 -0.041 -1.893 0.084
H -3.696 3.493 0.876 0.069
H 0.888 2.705 1.979 -0.017
H 2.099 0.658 0.970 0.077
H 3.909 2.251 0.259 0.089
H 6.364 -1.035 -0.905 0.101
H -4.307 0.648 -3.707 0.107
H -4.428 4.150 -0.580 0.074
H 5.996 1.386 -0.693 0.097
H -3.376 -1.217 -2.506 0.079
H 1.299 0.502 3.089 0.112
H 0.511 0.460 -0.632 0.061
H -0.235 0.663 3.918 0.115
H -0.122 -1.573 2.218 0.041

***

77
Properties=species:S:1:pos:R:3:lowdin_charge:R:1 method="wB97M-V/def2-TZVPD" charge=+1 e_lumo_ev=-4.20 energy_ha=-1632.9078 fmax_ev_per_a=2.4
O 4.878 -1.856 -0.844 0.094
O -1.006 1.437 7.356 -0.084
N -1.836 1.470 1.838 0.074
N 1.472 -1.046 -0.640 0.061
N 2.959 -1.824 -2.137 -0.023
C 1.351 -4.106 -1.119 -0.026
C -1.776 2.678 5.389 0.039
C -0.901 0.387 5.234 0.016
C 4.673 1.859 -3.003 -0.062
C 4.518 1.209 -1.780 -0.038
C 3.621 2.624 -3.522 -0.077
C -5.552 -0.666 -2.348 -0.050
C 3.643 -2.288 -3.323 -0.016
C -0.731 -2.947 -1.855 -0.049
C -5.542 -0.715 -0.943 -0.056
C 0.918 -3.636 -3.540 -0.048
C 3.320 1.307 -1.063 -0.223
C -1.655 1.497 3.195 -0.208
C 2.784 -0.916 0.003 -0.156
C -1.934 -0.088 -0.219 -0.040
C -4.387 -0.377 -0.239 -0.008
C 0.760 -3.109 -2.114 -0.522
C -2.473 3.808 3.275 -0.008
C -3.181 -0.089 -0.923 -0.224
C -1.350 2.565 8.197 -0.049
C -0.705 -0.039 -0.878 -0.082
C -4.403 -0.250 -3.037 -0.059
C -2.328 2.541 1.236 -0.129
C -3.248 0.102 -2.333 -0.016
C 3.170 0.547 0.235 -0.070
C 3.691 -1.588 -0.996 -0.419
C 2.438 2.766 -2.788 -0.076
C -1.239 1.534 6.020 -0.256
C 0.442 -0.331 -0.150 -0.011
C -1.134 0.368 3.881 -0.020
C -2.636 3.747 1.910 -0.045
C 2.300 2.134 -1.548 -0.047
C 1.515 -1.719 -1.966 -0.148
C -1.978 2.674 3.979 -0.141
H -2.421 2.789 8.128 0.097
H 0.701 -2.860 -4.285 0.096
H 1.113 -1.039 -2.741 0.165
H 1.916 -4.045 -3.729 0.071
H -2.995 4.587 1.325 0.107
H 2.431 1.024 0.886 0.117
H 3.729 3.109 -4.494 0.108
H -2.393 0.527 -2.866 0.112
H -1.180 -2.209 -2.533 0.088
H 4.618 -1.790 -3.401 0.104
H -1.097 2.236 9.202 0.095
H 4.136 0.521 0.757 0.141
H 2.419 -4.272 -1.302 0.092
H -0.606 0.187 -1.950 0.121
H -4.420 -0.182 -4.133 0.116
H 0.840 -5.071 -1.235 0.101
H 1.389 2.268 -0.958 0.107
H 0.526 -0.014 0.900 0.152
H -0.917 -0.514 3.287 0.103
H 0.211 -4.461 -3.709 0.100
H -6.449 -1.008 -0.399 0.117
H -4.386 -0.341 0.853 0.124
H 1.617 3.371 -3.179 0.106
H 3.050 -2.047 -4.210 0.098
H 5.332 0.602 -1.374 0.120
H -2.707 4.709 3.848 0.123
H -1.237 -3.907 -2.036 0.102
H -6.467 -0.893 -2.893 0.114
H 3.822 -3.373 -3.278 0.098
H -0.942 -2.664 -0.821 0.081
H 1.209 -3.772 -0.086 0.089
H -1.922 -0.430 0.808 0.103
H -0.462 -0.463 5.742 0.122
H -2.023 3.591 5.966 0.118
H 5.613 1.756 -3.550 0.113
H -0.759 3.446 7.924 0.097
H 2.763 -1.503 0.935 0.176
H -2.510 2.471 0.161 0.107

***

14
Properties=species:S:1:pos:R:3:lowdin_charge:R:1 method="wB97M-V/def2-TZVPD" smiles=O[C@@H]1CC[C@@H]1O e_lumo_ev=0.93 energy_ha=-307.6446 fmax_ev_per_a=1.1
O 2.091 -0.090 0.436 -0.012
O -0.248 -1.261 1.214 -0.041
C -0.157 -0.949 -0.172 -0.315
C -1.132 0.197 -0.394 -0.125
C 0.008 1.216 -0.160 -0.097
C 1.007 0.056 -0.423 -0.337
H -1.937 0.134 0.380 0.117
H 0.020 2.098 -0.807 0.105
H 0.109 1.540 0.880 0.116
H -1.089 -0.838 1.477 0.090
H 1.700 -0.522 1.213 0.088
H -0.224 -1.866 -0.770 0.145
H -1.519 0.230 -1.413 0.115
H 1.372 0.055 -1.460 0.153

***

29
Properties=species:S:1:pos:R:3:lowdin_charge:R:1 method="wB97M-V/def2-TZVPD" smiles=Cc1cccc(N2CCNCC2)c1 e_lumo_ev=0.59 energy_ha=-537.9848 fmax_ev_per_a=10.3
N -0.853 -0.657 -0.967 -0.131
N -3.020 0.634 0.875 -0.077
C -2.430 -0.853 1.052 -0.044
C -1.601 0.701 -1.210 -0.117
C 3.164 -0.685 0.226 -0.111
C 2.556 0.486 -0.337 -0.139
C 1.008 -2.024 -0.071 -0.008
C 1.118 0.468 -0.489 -0.028
C -2.069 1.350 0.159 -0.297
C 3.159 1.997 0.254 -0.019
C 2.378 -1.864 0.340 -0.113
C -1.851 -1.395 -0.453 -0.222
C 0.507 -0.793 -0.686 -0.188
H -3.337 -1.353 1.379 0.082
H 2.836 -2.749 1.010 0.135
H -2.411 2.437 0.026 0.133
H -0.981 1.373 0.718 0.144
H 2.927 2.674 -0.329 -0.088
H -0.968 1.428 -1.634 0.068
H 4.353 2.086 0.416 0.113
H 0.595 -2.855 -0.479 0.061
H -1.580 -0.573 1.825 0.138
H 4.202 -0.906 0.694 0.124
H -2.690 0.473 -1.818 0.168
H -1.404 -2.327 -0.453 0.064
H 0.562 1.332 -0.527 0.051
H -3.771 0.722 0.362 0.013
H 2.474 2.248 1.255 0.131
H -2.876 -1.373 -1.141 0.157

***

85
Properties=species:S:1:pos:R:3:lowdin_charge:R:1 method="wB97M-V/def2-TZVPD" charge=+2 e_lumo_ev=-7.18 energy_ha=-3070.2385 fmax_ev_per_a=0.8
Ta -0.303 -0.752 -0.942 1.611
I -4.499 3.212 0.685 1.005
S -2.334 -1.879 -0.528 0.520
Si -1.954 -2.510 -2.551 -0.083
F 1.770 4.971 6.435 0.156
F 3.794 4.490 5.817 0.163
F 2.718 3.150 7.136 0.161
O 3.563 -1.816 -1.107 0.219
O 1.428 -1.220 -1.521 -0.225
O -0.574 -3.352 -2.431 -0.181
O -1.326 -0.989 -3.006 -0.319
O -3.145 -3.134 -3.358 -0.121
N 0.493 -2.281 0.528 -0.054
N -1.224 1.239 -1.258 -0.120
C -0.137 -2.838 1.565 -0.115
C -5.238 -2.196 -2.537 -0.037
C 1.148 1.765 2.724 -0.236
C 1.797 -2.561 0.361 -0.193
C -2.250 3.819 -1.272 -0.074
C 0.883 3.593 4.264 0.023
C -2.843 2.830 -0.493 -0.709
C 0.511 -3.694 2.443 0.005
C 2.586 3.971 6.083 -0.590
C -0.245 -5.404 -1.214 -0.004
C -0.971 -5.463 -3.607 -0.012
C 2.794 2.117 4.438 0.019
C -5.056 -4.561 -3.374 -0.012
C -1.134 3.496 -2.024 -0.008
C -2.298 1.561 -0.506 -0.212
C -0.114 -4.746 -2.578 -0.587
C 1.849 -3.988 2.251 0.011
C -4.844 -2.637 -4.975 -0.015
C 0.679 1.012 1.614 -0.010
C 0.269 0.366 0.661 -0.135
C -0.649 2.207 -1.991 -0.120
C 0.427 2.874 3.173 0.006
C 2.514 -3.400 1.181 0.051
C -1.648 0.568 -4.819 0.006
C 2.424 -1.866 -0.802 -0.456
C 1.331 -4.648 -3.029 0.003
C 2.337 1.386 3.361 0.004
C -0.819 -0.624 -4.389 -0.551
C 2.061 3.211 4.887 -0.084
C 0.663 -0.342 -4.261 -0.016
C -1.044 -1.794 -5.332 -0.010
C -4.610 -3.124 -3.559 -0.590
H 1.765 -5.646 -3.092 0.107
H 1.930 -4.069 -2.327 0.075
H 0.329 4.446 4.629 0.131
H -6.137 -4.627 -3.492 0.104
H -4.591 -5.209 -4.117 0.096
H -4.836 -1.182 -2.621 0.089
H 3.560 -3.579 0.974 0.145
H -1.270 -5.334 -0.845 0.097
H -1.993 -5.603 -3.253 0.085
H 0.425 -4.945 -0.484 0.070
H -5.912 -2.644 -5.190 0.105
H -2.733 0.777 0.094 0.059
H -4.345 -3.283 -5.698 0.099
H 3.714 1.841 4.935 0.137
H -2.649 4.825 -1.284 0.120
H -0.998 -4.925 -4.555 0.091
H -2.693 0.283 -4.943 0.095
H 2.369 -4.661 2.920 0.133
H -0.541 -6.447 -3.795 0.108
H 0.881 0.477 -3.567 0.061
H -2.097 -2.052 -5.421 0.077
H -0.474 -2.672 -5.025 0.081
H -6.312 -2.143 -2.714 0.106
H -1.181 -2.600 1.696 0.078
H -0.488 3.163 2.673 0.120
H -1.281 0.936 -5.778 0.112
H -1.598 1.384 -4.101 0.065
H 2.894 0.532 3.000 0.122
H -4.486 -1.613 -5.103 0.082
H 0.014 -6.461 -1.287 0.107
H -0.635 4.238 -2.632 0.132
H -4.802 -4.922 -2.377 0.096
H 1.405 -4.188 -4.016 0.096
H 0.241 1.945 -2.550 0.111
H -0.044 -4.119 3.267 0.129
H 1.071 -0.043 -5.226 0.117
H 1.197 -1.230 -3.926 0.086
H -5.088 -2.560 -1.520 0.074
H -0.690 -1.507 -6.323 0.118

***

56
Properties=species:S:1:pos:R:3:lowdin_charge:R:1 method="wB97M-V/def2-TZVPD" smiles="CCCN(C(=O)CCNC(=O)Cn1cnc2ccccc2c1=O)c1cccc(C)c1" e_lumo_ev=0.59 energy_ha=-1336.8834 fmax_ev_per_a=0.7
O 1.013 0.537 1.447 0.054
O 2.180 4.394 -0.827 0.066
O 4.554 0.583 1.133 0.083
N -1.052 -0.011 0.743 -0.004
N 1.959 3.028 0.972 0.075
N 3.419 1.282 -0.706 0.019
N 2.075 -0.151 -1.996 0.134
C -0.867 -3.815 0.685 -0.101
C 2.461 -1.208 -1.209 -0.227
C 0.566 3.306 1.226 -0.148
C -0.333 2.297 0.494 -0.059
C -1.092 -2.412 0.139 -0.225
C 3.309 -1.028 -0.102 -0.075
C 3.825 2.658 -0.482 -0.030
C 2.572 3.475 -0.139 -0.493
C -3.298 0.782 -2.080 -0.059
C -2.146 0.505 -1.366 -0.020
C -5.942 0.711 0.623 -0.048
C -3.455 0.361 0.649 0.028
C 3.656 -2.120 0.695 0.000
C -4.520 0.847 -1.435 -0.046
C -0.939 -1.371 1.244 -0.134
C 2.556 0.999 -1.716 -0.129
C 2.370 -3.562 -0.732 -0.084
C 3.825 0.300 0.206 -0.381
C -4.613 0.635 -0.063 -0.268
C 3.187 -3.376 0.382 -0.073
C 2.004 -2.493 -1.519 -0.033
C -0.044 0.866 0.930 -0.412
C -2.226 0.301 0.006 -0.253
H 4.298 -1.949 1.545 0.121
H 0.137 -3.905 1.094 0.062
H -1.701 -1.533 2.015 0.129
H -3.503 0.199 1.716 0.124
H -0.148 2.380 -0.579 0.123
H -1.582 -4.040 1.473 0.074
H 0.049 -1.453 1.703 0.126
H 4.295 3.068 -1.379 0.138
H 1.378 -2.620 -2.389 0.115
H 0.351 4.315 0.868 0.123
H -0.365 -2.202 -0.646 0.088
H -5.416 1.061 -1.999 0.113
H 2.262 1.841 -2.332 0.144
H -2.092 -2.340 -0.295 0.111
H -0.985 -4.552 -0.105 0.073
H 2.281 2.165 1.396 0.119
H -5.857 0.445 1.673 0.075
H 4.535 2.657 0.350 0.132
H -6.655 0.038 0.148 0.083
H -6.344 1.721 0.553 0.084
H 3.458 -4.223 0.995 0.104
H -1.382 2.535 0.675 0.124
H 0.394 3.253 2.303 0.128
H -1.189 0.434 -1.862 0.118
H 2.021 -4.554 -0.978 0.108
H -3.242 0.940 -3.146 0.107

***

68
Properties=species:S:1:pos:R:3:lowdin_charge:R:1 method="wB97M-V/def2-TZVPD" e_lumo_ev=-0.03 energy_ha=-3051.1295 fmax_ev_per_a=1.1
Sb 0.718 -1.731 0.485 1.312
Sb 2.871 1.423 0.925 1.324
Ca -0.285 1.288 0.370 1.003
F 1.877 4.808 0.700 0.076
F -1.920 3.302 -1.664 0.082
F -1.782 7.690 0.045 0.114
F 0.700 7.194 1.052 0.118
F -3.078 5.717 -1.330 0.123
O -6.444 -3.044 -0.533 -0.124
O 0.599 2.807 -0.734 -0.382
N -2.104 -0.180 -0.261 0.074
N -3.949 2.690 1.437 0.085
N -1.559 2.362 1.828 -0.036
N -5.610 1.068 0.602 0.102
N -4.003 -1.730 -0.455 -0.069
C 0.036 3.988 -0.538 -0.335
C 5.658 -1.025 0.014 -0.065
C -5.885 -2.724 0.732 -0.182
C 3.056 0.849 -1.142 -0.295
C -4.373 -2.650 0.632 -0.106
C 0.653 5.011 0.178 -0.143
C -4.799 1.806 0.978 -0.396
C -2.715 2.453 1.636 -0.401
C -1.241 4.279 -1.028 -0.161
C 5.302 -3.021 -1.260 -0.084
C -6.202 -1.987 -1.451 -0.183
C -1.205 6.498 -0.138 -0.148
C 6.064 -1.894 -0.983 -0.082
C 0.710 -2.693 -1.416 -0.308
C -4.716 -1.887 -1.733 -0.092
C 4.444 2.849 0.818 -0.321
C -0.717 -3.032 1.396 -0.316
C -1.857 5.500 -0.840 -0.147
C 3.733 -2.389 0.484 -0.293
C 2.478 -2.722 1.239 -0.325
C 4.075 -0.218 1.758 -0.323
C 4.156 -3.260 -0.522 -0.064
C 4.492 -1.240 0.751 -0.302
C 0.055 6.243 0.372 -0.144
C -3.021 -0.889 -0.331 -0.265
H 6.257 -0.148 0.234 0.111
H 4.148 3.630 0.121 0.005
H -1.171 -2.575 2.274 0.004
H 2.260 -3.787 1.155 0.061
H 5.606 -3.715 -2.032 0.102
H -6.165 -3.525 1.416 0.131
H 0.696 -3.772 -1.264 0.015
H 4.635 3.297 1.790 0.008
H 5.339 2.346 0.454 0.001
H -0.178 -2.390 -1.970 0.000
H -1.496 -3.244 0.663 -0.014
H 2.480 1.554 -1.739 0.000
H 2.705 -0.166 -1.330 -0.020
H -4.365 -2.806 -2.212 0.131
H 3.572 -4.153 -0.717 0.110
H 3.491 -0.644 2.572 0.034
H -6.283 -1.773 1.090 0.119
H -3.962 -3.639 0.403 0.126
H 4.949 0.263 2.199 0.060
H -4.486 -1.036 -2.370 0.137
H 2.555 -2.477 2.298 0.056
H -0.234 -3.965 1.684 0.010
H -6.569 -1.042 -1.042 0.114
H 6.972 -1.696 -1.538 0.103
H -6.737 -2.229 -2.368 0.131
H 4.108 0.890 -1.420 0.012
H 1.597 -2.419 -1.983 0.002
H -3.937 -2.287 1.561 0.132

***

57
Properties=species:S:1:pos:R:3:lowdin_charge:R:1 method="wB97M-V/def2-TZVPD" e_lumo_ev=-2.06 energy_ha=-2904.7679 fmax_ev_per_a=7.2
S 5.560 -3.073 0.769 0.453
P -4.015 3.624 -0.590 0.973
F 7.240 -1.507 2.190 0.087
F 2.400 2.405 -1.012 0.079
F 4.075 1.410 0.218 0.099
F 3.266 3.419 0.994 0.092
F 6.207 -0.455 0.594 0.072
F 7.851 -1.796 0.127 0.091
O 1.940 1.421 1.126 0.017
O 6.315 -4.261 1.159 -0.342
O -0.192 0.988 -0.879 0.027
O -2.444 1.024 2.068 -0.092
O -0.233 -1.871 2.270 -0.018
O -3.697 3.891 -2.290 -0.306
O 5.153 -3.081 -0.635 -0.358
O 1.134 -0.986 -0.400 0.134
O 4.466 -2.754 1.686 -0.365
O -0.042 0.171 3.719 0.079
O -3.558 4.995 0.346 -0.318
N -1.546 2.545 0.249 0.090
C -2.174 -1.266 -2.299 -0.025
C -0.617 -1.292 -2.091 -0.054
C 0.283 -2.264 -2.996 0.032
C -2.932 2.087 -0.115 -0.312
C 0.667 2.098 1.285 -0.050
C -1.986 -3.133 -4.390 -0.048
C 1.149 -2.230 2.587 -0.060
C -0.563 1.383 0.457 -0.259
C -5.293 -0.914 0.703 0.121
C 2.866 2.202 0.343 -0.360
C -0.425 -3.161 -4.110 -0.046
C -3.551 1.375 1.198 -0.294
C -4.588 0.192 0.901 -0.020
C -1.384 0.295 1.320 -0.050
C -2.844 -2.168 -3.440 -0.055
C 6.759 -1.656 0.926 -0.609
C 0.192 -0.390 -0.999 -0.284
B -0.507 -0.474 2.482 -0.412
H -2.749 3.680 -2.492 0.056
H -3.995 -2.123 -3.617 0.089
H -3.493 5.745 -0.306 0.075
H -2.862 -0.614 -1.653 0.055
H -4.156 2.201 1.762 0.160
H -1.513 3.229 1.038 0.191
H 0.790 3.139 0.760 0.152
H 1.208 -2.984 3.458 0.119
H -1.938 -0.510 0.712 0.167
H 1.434 -2.330 -2.841 0.125
H 0.908 0.461 3.612 0.113
H -1.182 3.071 -0.585 0.192
H 1.578 -2.775 1.656 0.115
H 1.848 -1.339 2.789 0.104
H 0.381 2.347 2.376 0.169
H -6.009 -1.811 0.880 0.080
H -2.516 -3.749 -5.213 0.095
H -2.910 1.438 -1.063 0.135
H 0.242 -3.867 -4.743 0.097

***

14
Properties=species:S:1:pos:R:3:lowdin_charge:R:1 method="wB97M-V/def2-TZVPD" charge=+1 multiplicity=3 e_lumo_ev="-6.43 / -8.37" energy_ha=-688.3459 fmax_ev_per_a=6.1
Cl -2.486 0.524 -0.286 0.726
N 0.008 2.157 0.379 0.290
N 0.633 1.111 0.182 0.057
C 2.090 0.952 0.079 0.030
C -1.327 -0.641 -0.623 -0.678
C -1.141 -1.776 0.240 -0.176
H 2.348 0.788 -0.955 0.113
H -1.419 -2.745 -0.183 0.097
H 2.222 0.024 0.576 0.088
H 2.599 1.811 0.576 0.134
H -0.023 -1.812 0.318 0.092
H -1.696 -1.775 1.130 0.062
H -1.033 2.005 0.212 0.051
H -0.775 -0.623 -1.645 0.115